Entry 1:
Molecular formula: C16H47AlB6CdNO6
Method: DFT, the ωB97M-V functional and the def2-TZVPD basis

```
78
C16H47AlB6CdNO6 the ωB97M-V functional and the def2-TZVPD basis
Al 21.012 5.654 -4.073
Cd 23.541 9.978 -3.157
B 24.385 10.027 -1.312
H 24.921 9.880 -0.388
H 25.045 9.637 -2.071
H 23.484 9.434 -1.337
H 24.141 11.066 -1.471
B 19.572 8.315 -4.923
H 19.697 7.681 -5.788
H 19.049 9.224 -5.178
H 19.102 7.816 -4.090
H 20.546 8.553 -4.525
B 24.649 10.921 -4.703
H 25.153 9.978 -4.555
H 23.627 10.678 -4.949
H 24.852 11.417 -3.767
H 25.194 11.428 -5.484
B 21.579 10.965 -2.970
H 21.284 10.662 -3.962
H 22.448 11.603 -2.997
H 20.816 11.527 -2.452
H 21.841 10.114 -2.361
B 19.503 6.809 -1.577
H 19.767 6.179 -0.742
H 20.318 7.458 -1.858
H 19.131 6.253 -2.423
H 18.724 7.487 -1.262
B 23.154 7.970 -3.817
H 23.231 7.018 -4.318
H 23.204 8.747 -4.564
H 22.308 8.114 -3.162
H 23.963 8.155 -3.127
O 23.612 4.493 -4.655
C 24.447 3.998 -5.437
O 24.488 2.758 -5.522
C 25.547 2.340 -6.459
C 26.021 3.629 -7.100
C 25.596 4.702 -6.102
H 25.268 1.557 -7.164
H 26.417 1.991 -5.903
H 25.487 3.840 -8.027
H 27.093 3.699 -7.285
H 25.264 5.685 -6.437
H 26.424 4.933 -5.432
O 22.308 11.324 -9.575
C 21.832 11.719 -8.532
O 20.970 12.645 -8.472
C 20.327 12.719 -7.201
C 21.022 11.757 -6.221
C 22.111 11.187 -7.121
H 19.285 12.425 -7.076
H 20.358 13.781 -6.955
H 20.332 10.954 -5.962
H 21.505 12.169 -5.334
H 22.398 10.136 -7.075
H 23.020 11.713 -6.830
O 21.891 5.007 -1.109
C 23.041 4.708 -0.668
O 23.329 4.078 0.484
C 24.706 3.847 0.689
C 25.354 4.779 -0.266
C 24.360 5.068 -1.352
H 24.886 2.784 0.526
H 25.029 4.067 1.707
H 26.221 4.204 -0.592
H 25.500 5.759 0.189
H 24.649 4.602 -2.294
H 24.219 6.115 -1.620
N 25.422 9.176 -6.972
C 26.291 8.197 -6.943
C 26.305 7.440 -8.163
C 25.284 7.984 -8.865
C 24.787 9.125 -8.174
H 25.197 9.850 -6.255
H 26.770 7.884 -6.027
H 26.987 6.642 -8.415
H 24.764 7.610 -9.734
H 24.060 9.837 -8.537
```

Summary:
expectation value of S² = 0.76
frontier orbital gap (spin up / spin down) = 3.34 / 3.34 eV
multiplicity = 2
highest occupied orbital energy (spin up / spin down) = -0.315 / -0.315 Eh


Entry 2:
Molecular formula: C6H10O3
Method: DFT, the ωB97M-V functional and the def2-TZVPD basis

```
19
C6H10O3 the ωB97M-V functional and the def2-TZVPD basis
C -0.818 0.024 1.324
C -0.236 -1.268 0.945
C -0.252 0.579 -0.694
C 0.659 -0.717 -0.222
C 0.248 1.824 -0.839
C 0.819 -1.584 -1.342
O -0.149 0.764 2.243
O -1.404 0.178 -1.348
O 1.862 -0.190 0.340
H -0.444 1.684 2.195
H -1.829 0.955 -1.730
H 1.651 0.307 1.141
H -1.863 0.263 1.156
H 0.377 -1.739 1.713
H -0.993 -1.958 0.586
H 1.163 2.107 -0.343
H -0.203 2.544 -1.514
H 0.495 -2.613 -1.279
H 0.915 -1.160 -2.331
```

Summary:
energy above the lowest of the compared OMol25 structures with the same formula, charge and spin = 525.0 kJ/mol
frontier orbital gap (spin up / spin down) = 6.72 / 8.90 eV
highest occupied orbital energy (spin up / spin down) = -0.246 / -0.314 Eh


Entry 3:
Molecular formula: CH6S2
Method: DFT, the ωB97M-V functional and the def2-TZVPD basis

```
9
CH6S2 the ωB97M-V functional and the def2-TZVPD basis
C -2.206 0.707 -0.063
S -0.987 -0.631 0.026
H -2.487 1.061 0.929
H -1.850 1.537 -0.664
H -3.095 0.289 -0.543
H -0.017 0.070 0.628
S 1.973 0.084 -0.065
H 1.622 1.161 0.658
H 3.282 0.379 -0.010
```

Summary:
energy above the lowest of the compared OMol25 structures with the same formula, charge and spin = 54.4 kJ/mol
frontier orbital gap = 9.64 eV
highest occupied orbital energy = -0.328 Eh


Entry 4:
Molecular formula: ClHIOPS
Method: DFT, the ωB97M-V functional and the def2-TZVPD basis

```
6
ClHIOPS the ωB97M-V functional and the def2-TZVPD basis
O 0.964 1.038 -0.069
P -0.035 -0.267 -0.019
S -1.095 -0.594 -1.649
Cl 1.259 -1.635 0.612
I -1.636 -0.012 1.872
H 0.543 1.470 -0.747
```

Summary:
energy above the lowest of the compared OMol25 structures with the same formula, charge and spin = 28.0 kJ/mol
frontier orbital gap = 8.48 eV
highest occupied orbital energy = -0.346 Eh


Entry 5:
Molecular formula: C3H8O2Si
Method: DFT, the ωB97M-V functional and the def2-TZVPD basis

```
14
C3H8O2Si the ωB97M-V functional and the def2-TZVPD basis
C -0.535 -0.748 0.897
C 0.136 0.627 0.636
C 1.548 0.247 0.246
O -1.228 -1.202 -0.381
O -0.499 1.196 -0.477
Si -1.329 0.110 -1.316
H 0.211 -1.577 0.974
H -1.114 -0.664 1.842
H 0.033 1.230 1.478
H 2.259 0.099 1.041
H 2.089 0.853 -0.580
H 1.529 -0.688 -0.319
H -0.549 -0.098 -2.476
H -2.552 0.617 -1.567
```

Summary:
energy above the lowest of the compared OMol25 structures with the same formula, charge and spin = 154.0 kJ/mol
frontier orbital gap = 11.39 eV
highest occupied orbital energy = -0.383 Eh


Entry 6:
Molecular formula: C29H50B3NO15
Method: DFT, the ωB97M-V functional and the def2-TZVPD basis

```
98
C29H50B3NO15 the ωB97M-V functional and the def2-TZVPD basis
N -1.589 0.178 -0.774
C -1.414 0.792 -2.094
C 0.042 0.804 -2.627
C 1.121 1.297 -1.617
C 0.623 2.331 -0.569
C 1.731 3.451 -0.374
B 1.246 4.779 -1.090
O 1.921 5.305 -2.224
B 1.101 6.220 -2.910
O -0.302 6.013 -3.043
B -0.777 5.574 -1.786
O 0.091 5.485 -0.671
H -0.718 -0.155 -0.374
H -2.033 0.865 -0.178
H -1.995 0.181 -2.812
H -1.852 1.799 -2.154
H 0.055 1.505 -3.483
H 0.335 -0.164 -3.058
H 1.507 0.413 -1.096
H 1.971 1.708 -2.182
H 0.489 1.815 0.387
H -0.307 2.839 -0.851
H 1.882 3.612 0.704
H 2.689 3.144 -0.814
H 1.526 7.207 -3.413
H -1.904 5.233 -1.652
O 0.724 -1.294 0.224
C 0.527 -1.970 1.194
C 0.372 -3.469 1.225
C -0.237 -3.704 2.599
C 0.319 -2.537 3.394
O 0.453 -1.464 2.444
H 1.357 -3.928 1.133
H -0.282 -3.809 0.426
H 0.005 -4.674 3.031
H -1.324 -3.626 2.537
H 1.304 -2.752 3.815
H -0.347 -2.227 4.197
O -3.416 2.943 0.141
C -4.479 3.462 -0.058
C -4.749 4.631 -0.974
C -6.132 5.083 -0.531
C -6.737 3.790 -0.025
O -5.631 3.029 0.497
H -4.749 4.274 -2.007
H -4.002 5.408 -0.842
H -6.719 5.555 -1.319
H -6.041 5.791 0.287
H -7.205 3.209 -0.825
H -7.467 3.956 0.765
O 1.369 -7.670 0.581
C 2.175 -7.049 -0.046
C 2.720 -7.396 -1.410
C 3.948 -6.502 -1.507
C 3.553 -5.324 -0.638
O 2.703 -5.878 0.384
H 1.970 -7.143 -2.162
H 2.973 -8.451 -1.468
H 4.210 -6.217 -2.525
H 4.809 -7.013 -1.070
H 2.986 -4.570 -1.190
H 4.413 -4.845 -0.172
O -6.487 6.252 2.578
C -5.353 6.074 2.918
C -4.674 6.668 4.127
C -3.202 6.422 3.826
C -3.256 5.167 2.976
O -4.501 5.252 2.259
H -5.005 6.128 5.016
H -4.904 7.726 4.221
H -2.580 6.313 4.714
H -2.805 7.252 3.238
H -3.264 4.255 3.577
H -2.434 5.111 2.265
O -1.554 -11.932 4.974
C -0.749 -11.335 4.324
C -0.233 -11.720 2.957
C 1.009 -10.851 2.822
C 0.648 -9.649 3.673
O -0.194 -10.164 4.719
H -0.990 -11.470 2.213
H 0.001 -12.780 2.917
H 1.259 -10.589 1.795
H 1.868 -11.368 3.256
H 0.087 -8.898 3.112
H 1.524 -9.176 4.113
O 7.672 2.529 -3.668
C 6.653 3.099 -3.923
C 6.489 4.274 -4.858
C 5.112 4.801 -4.480
C 4.413 3.545 -3.999
O 5.450 2.734 -3.419
H 6.521 3.911 -5.886
H 7.271 5.011 -4.693
H 4.589 5.300 -5.295
H 5.204 5.512 -3.655
H 3.952 2.985 -4.818
H 3.655 3.758 -3.247
```

Summary:
frontier orbital gap = 8.53 eV
highest occupied orbital energy = -0.298 Eh


Entry 7:
Molecular formula: C30H21AuIN2P
Method: DFT, the ωB97M-V functional and the def2-TZVPD basis

```
56
C30H21AuIN2P the ωB97M-V functional and the def2-TZVPD basis
Au 3.222 -0.221 -1.293
I -0.467 -0.856 -2.730
C -2.484 -0.184 -2.620
C -3.274 -0.485 -3.698
C -4.632 -0.141 -3.691
C -5.166 0.477 -2.594
C -4.364 0.808 -1.481
C -4.930 1.458 -0.365
C -4.164 1.824 0.711
C -2.794 1.558 0.705
C -2.203 0.910 -0.366
P -0.411 0.672 -0.180
C -0.259 -0.314 1.335
C -0.400 -1.697 1.244
C -0.376 -2.465 2.392
C -0.206 -1.859 3.628
C -0.065 -0.483 3.716
C -0.086 0.298 2.576
C 0.291 2.303 0.114
C -0.324 3.464 -0.357
C 0.242 4.692 -0.072
C 1.420 4.768 0.658
C 2.055 3.609 1.085
C 1.511 2.376 0.790
C -2.967 0.496 -1.483
H -2.866 -0.995 -4.558
H -5.240 -0.381 -4.550
H -6.214 0.731 -2.562
H -5.989 1.669 -0.379
H -4.605 2.324 1.560
H -2.189 1.865 1.549
H -0.543 -2.164 0.280
H -0.502 -3.535 2.329
H -0.191 -2.457 4.525
H 0.047 -0.008 4.678
H -0.001 1.372 2.658
H -1.252 3.407 -0.908
H -0.242 5.595 -0.408
H 1.844 5.732 0.893
H 2.966 3.672 1.657
H 2.002 1.466 1.110
N 3.982 -7.074 1.040
C 3.806 -5.976 0.782
C 3.593 -4.621 0.412
C 2.519 -4.311 -0.415
C 2.301 -2.988 -0.773
C 3.179 -2.010 -0.348
C 4.214 -2.310 0.518
C 4.447 -3.630 0.882
H 1.860 -5.083 -0.784
H 1.463 -2.759 -1.416
H 4.875 -1.548 0.903
H 5.280 -3.870 1.524
N 4.121 2.331 -2.760
C 3.598 1.457 -2.227
H 4.568 3.090 -3.235
```

Summary:
net charge = +2
frontier orbital gap = 3.42 eV
highest occupied orbital energy = -0.488 Eh


Entry 8:
Molecular formula: C13H26Cl8O3
Method: DFT, the ωB97M-V functional and the def2-TZVPD basis

```
50
C13H26Cl8O3 the ωB97M-V functional and the def2-TZVPD basis
C -2.544 -0.602 -9.381
C -3.200 0.780 -9.298
C -3.746 1.269 -7.931
O -3.257 1.476 -10.328
H -2.093 -0.905 -8.436
H -1.775 -0.606 -10.154
H -3.337 -1.330 -9.549
H -3.703 2.352 -7.818
H -3.180 0.835 -7.107
H -4.802 1.002 -7.900
C -1.753 -4.280 7.590
C -2.281 -2.859 7.385
C -2.447 -2.362 5.938
O -2.489 -2.173 8.360
H -1.569 -4.586 8.620
H -0.898 -4.327 6.916
H -2.486 -4.989 7.205
H -1.482 -2.392 5.431
H -2.818 -1.338 5.887
H -3.128 -2.986 5.360
C 2.503 1.853 6.422
C 1.903 3.132 6.964
C 2.453 4.456 6.543
O 0.962 3.034 7.759
H 2.275 1.018 7.085
H 3.585 1.924 6.308
H 1.957 1.637 5.504
H 2.702 4.431 5.482
H 3.429 4.552 7.018
H 1.782 5.264 6.832
Cl 6.067 -2.725 1.194
C 7.395 -1.623 1.740
Cl 7.580 -1.741 3.465
H 8.327 -1.970 1.295
H 7.140 -0.597 1.474
Cl -4.979 -5.129 -1.040
C -4.167 -3.815 -1.896
Cl -5.250 -3.267 -3.162
H -3.878 -3.061 -1.164
H -3.241 -4.209 -2.315
Cl 0.851 0.330 -0.438
C 1.670 0.218 -2.003
Cl 0.704 -0.683 -3.213
H 1.774 1.262 -2.299
H 2.637 -0.257 -1.834
Cl 1.928 3.209 -7.639
C 1.297 4.818 -7.156
Cl 1.454 5.998 -8.500
H 0.240 4.780 -6.896
H 1.892 5.184 -6.319
```

Summary:
energy above the lowest of the compared OMol25 structures with the same formula, charge and spin = 111.3 kJ/mol
frontier orbital gap = 9.62 eV
highest occupied orbital energy = -0.350 Eh


Entry 9:
Molecular formula: C16H34CdOP2
Method: DFT, the ωB97M-V functional and the def2-TZVPD basis

```
54
C16H34CdOP2 the ωB97M-V functional and the def2-TZVPD basis
P 2.074 1.394 -1.052
P -0.512 -1.602 -2.057
C 1.945 -0.091 -2.065
C 0.591 -0.353 -2.773
H 2.284 -0.979 -1.503
H 2.702 0.038 -2.860
H 0.024 0.573 -2.971
H 0.803 -0.778 -3.771
C 0.222 -3.190 -2.546
H -0.268 -4.027 -2.035
H 1.299 -3.211 -2.331
H 0.073 -3.296 -3.630
C -2.030 -1.585 -3.041
H -1.866 -2.191 -3.942
H -2.291 -0.562 -3.339
H -2.855 -2.027 -2.467
C 3.834 1.569 -0.602
H 3.925 2.212 0.284
H 4.375 2.037 -1.436
H 4.279 0.588 -0.385
C 1.845 2.857 -2.132
H 1.017 2.709 -2.842
H 2.771 3.047 -2.691
H 1.632 3.744 -1.518
Cd -2.287 0.766 3.993
C -1.114 -1.388 -0.394
C 0.127 -2.060 0.005
C 1.269 -1.536 0.776
C 1.226 -0.154 1.463
C 1.429 1.133 0.661
C 0.374 1.792 -0.124
C -0.987 1.274 -0.519
C -1.566 0.005 0.133
C -0.898 2.228 3.316
H -1.985 -2.064 -0.322
H 0.063 -3.158 0.050
H 2.213 -1.616 0.207
H 1.394 -2.260 1.603
H 0.307 -0.066 2.059
H 2.052 -0.168 2.195
H 1.990 1.840 1.294
H 0.356 2.888 -0.029
H -1.084 1.223 -1.615
H -1.694 2.085 -0.251
H -1.455 0.073 1.226
H -2.655 0.054 -0.033
H -1.386 3.205 3.440
H -0.561 2.115 2.277
H -0.025 2.179 3.983
C -4.215 -1.060 5.732
O -3.602 -0.634 4.542
H -4.193 -2.151 5.676
H -5.253 -0.711 5.708
H -3.716 -0.712 6.650
```

Summary:
energy above the lowest of the compared OMol25 structures with the same formula, charge and spin = 371.5 kJ/mol
frontier orbital gap = 5.66 eV
highest occupied orbital energy = -0.188 Eh


Entry 10:
Molecular formula: C15H45N4O10
Method: DFT, the ωB97M-V functional and the def2-TZVPD basis

```
74
C15H45N4O10 the ωB97M-V functional and the def2-TZVPD basis
O 1.433 -0.068 -0.815
H 0.507 0.139 -1.049
C -3.776 -1.912 0.918
C -3.845 -0.404 0.400
C -4.580 0.418 1.522
O -5.971 0.059 1.614
C -6.635 0.285 2.916
N -2.456 0.042 0.233
H -4.777 -2.263 1.169
H -3.017 -2.008 1.695
H -3.408 -2.325 -0.021
H -4.302 -0.322 -0.586
H -4.478 1.498 1.419
H -4.099 0.236 2.483
H -6.756 1.359 3.054
H -6.134 0.000 3.841
H -7.620 -0.168 2.801
H -1.939 -0.065 1.094
H -1.882 -0.662 -0.210
C 3.742 3.512 1.654
C 3.336 2.124 1.017
C 3.241 1.111 2.115
O 4.552 1.101 2.790
C 4.595 -0.080 3.464
N 2.103 2.270 0.264
H 4.718 3.624 2.127
H 3.046 3.857 2.418
H 3.710 4.244 0.847
H 4.213 1.818 0.447
H 3.101 0.131 1.658
H 2.397 1.375 2.752
H 3.693 -0.311 4.029
H 5.517 -0.246 4.022
H 4.624 -0.916 2.765
H 1.787 1.318 0.148
H 1.379 2.815 0.712
C 5.069 -1.545 -0.642
C 4.901 -0.813 -1.916
O 4.543 0.493 -1.532
O 3.800 -1.772 -0.078
H 5.731 -1.011 0.040
H 5.500 -2.533 -0.804
H 4.125 -1.238 -2.553
H 5.847 -0.799 -2.456
H 5.375 0.919 -1.312
H 3.306 -0.991 -0.338
C 0.993 -2.270 1.617
C 0.226 -3.035 0.449
O 0.807 -2.704 -0.820
O 0.753 -0.874 1.583
H 2.058 -2.502 1.656
H 0.552 -2.571 2.567
H -0.828 -2.763 0.506
H 0.343 -4.105 0.619
H 1.130 -1.801 -0.781
H 1.128 -0.617 0.737
C -1.534 -1.172 -2.974
C -2.928 -0.704 -3.549
O -3.443 -1.594 -4.498
O -1.809 -2.130 -1.990
H -0.984 -0.339 -2.535
H -0.927 -1.468 -3.829
H -2.882 0.257 -4.062
H -3.644 -0.681 -2.727
H -4.291 -1.206 -4.726
H -0.962 -2.478 -1.702
C -1.733 2.745 -2.311
O -0.636 2.391 -2.141
N -2.725 2.481 -1.522
N -2.131 3.438 -3.362
H -3.685 2.528 -1.832
H -2.522 1.796 -0.807
H -3.109 3.468 -3.610
H -1.432 3.615 -4.070
```

Summary:
net charge = -1
frontier orbital gap = 7.23 eV
highest occupied orbital energy = -0.175 Eh


E for every record listed, in sequence, given in eV: -46319.4010, -12521.3318, -22804.0661, -42812.8239, -15213.6654, -65123.6930, -55494.1085, -120223.4086, -42324.6849, -42718.2126.